Molecular formula: C5H10N2
Method: DFT, ωB97M-V with the def2-TZVPD basis set

LUMO energy: 1.0597 eV
relative energy (zero: lowest compared OMol25 entry of this formula, charge and spin): 168.8 kJ/mol
E_HOMO: -9.268 eV
SMILES: C#C[C@H](C)C(N)N
spin multiplicity: 1

Structure (XYZ):
```
17
C5H10N2 ωB97M-V with the def2-TZVPD basis set
C 0.2350 -0.8224 0.6447
C 0.4604 0.6629 0.2550
C 1.5460 0.8112 -0.8151
N -0.4659 -1.6125 -0.3847
N -0.5827 -0.8876 1.8305
C -0.7833 1.2547 -0.2058
C -1.8243 1.6452 -0.6526
H 1.2018 -1.2969 0.8535
H 0.7731 1.1765 1.1697
H -0.6908 -1.8535 2.1268
H -1.2353 -1.1072 -0.8127
H 0.1719 -1.8802 -1.1248
H -1.5216 -0.5861 1.4477
H 2.4706 0.3424 -0.4798
H 1.2313 0.3534 -1.7539
H 1.7467 1.8643 -1.0046
H -2.7329 1.9358 -1.0940
```